# 1
Molecular formula: C31H46NdP2
Method: DFT, ωB97M-V/def2-TZVPD

* ⟨S²⟩: 3.7562
* 2S+1: 4
* charge: +1
* F_max: 3.461 eV/A

CARTESIAN COORDINATES (ANGSTROEM)
Nd (1.04673, -1.13303, 1.47702)
C (-2.01566, -1.32785, 3.05084)
C (-1.68835, -2.48473, 2.30154)
C (0.09614, -1.96908, 3.66295)
C (-0.91416, -0.98678, 3.85399)
C (-0.39551, -2.90542, 2.68855)
C (-3.34756, -0.70747, 3.16046)
H (-3.86609, -0.70216, 2.19368)
H (-3.26318, 0.33395, 3.49661)
H (-3.99393, -1.23604, 3.88099)
C (-0.83737, 0.06044, 4.89145)
H (-1.82995, 0.47212, 5.11325)
H (-0.21422, 0.88036, 4.52821)
H (-0.38701, -0.30187, 5.82768)
C (1.46213, -1.86085, 4.24851)
H (1.37298, -1.71636, 5.33524)
H (1.99159, -0.95067, 3.87055)
H (2.07125, -2.76176, 4.06669)
C (0.45289, -3.94353, 2.03024)
H (0.43308, -4.87310, 2.61490)
H (1.54597, -3.64232, 1.97732)
H (0.07474, -4.19429, 1.02089)
C (-2.60575, -3.23179, 1.41830)
H (-2.87879, -4.18762, 1.87645)
H (-2.15299, -3.44595, 0.44665)
H (-3.53656, -2.67618, 1.26573)
C (-1.44348, 1.98741, -0.71566)
C (-2.52844, 1.20749, -0.57905)
C (-2.89467, -0.10450, -1.21730)
C (-1.95037, -0.59967, -2.34081)
C (-0.60622, -1.12617, -1.99395)
C (0.55475, -0.46674, -1.77792)
C (0.82791, 0.93478, -1.32009)
C (-0.33514, 1.90496, -1.69921)
H (-3.90936, 0.06527, -1.64735)
H (-1.89999, 0.25162, -3.07687)
H (-3.06145, -0.92613, -0.49774)
H (-0.75484, 1.54310, -2.64921)
H (-1.18646, 2.66248, 0.12042)
H (-3.24150, 1.50764, 0.21156)
H (0.03741, 2.92097, -1.94332)
H (1.09472, 1.13515, -0.25336)
H (1.48126, -1.04979, -2.04372)
H (1.75734, 1.22918, -1.87029)
H (-2.46727, -1.42080, -2.88612)
H (-0.52214, -2.23290, -2.01254)
P (-0.85700, 1.05905, -4.61386)
C (-0.94666, 2.86341, -4.75190)
C (-2.12173, 0.41047, -5.70838)
P (1.51799, -1.03569, -5.02998)
C (0.74305, 0.65599, -5.39262)
C (0.83408, -1.85413, -6.53782)
C (3.06437, -0.52118, -5.87176)
H (-0.07332, 3.35044, -4.29057)
H (-1.86853, 3.22938, -4.27988)
H (-0.97595, 3.06993, -5.83028)
H (-2.02052, 0.98103, -6.64486)
H (-3.10871, 0.58924, -5.25659)
H (-1.96887, -0.66451, -5.88807)
H (2.82642, -0.19303, -6.88998)
H (3.74227, -1.37082, -5.93335)
H (3.53658, 0.30676, -5.33513)
H (1.48413, 1.44784, -5.13974)
H (0.53393, 0.71169, -6.49474)
H (1.37102, -2.80071, -6.66752)
H (1.04373, -1.22348, -7.41483)
H (-0.24875, -2.03056, -6.46223)
C (1.29680, 0.91398, 2.49020)
C (1.82065, 1.57113, 3.42133)
C (2.45595, 2.20193, 4.50586)
C (1.85006, 3.26075, 5.22681)
C (2.45399, 3.73987, 6.38808)
C (3.66222, 3.18242, 6.83506)
C (4.30148, 2.18195, 6.08149)
C (3.70471, 1.70470, 4.93068)
H (0.87352, 3.63370, 4.91888)
H (1.96750, 4.52359, 6.97002)
H (4.13306, 3.55779, 7.75330)
H (5.24810, 1.75575, 6.42551)
H (4.15199, 0.85994, 4.38070)

***

# 2
Molecular formula: C5H10O2
Method: DFT, ωB97M-V/def2-TZVPD

* structure (SMILES): CO[C@@H]1OC1(C)C
* 2S+1: 1
* F_max: 0.510 eV/A

CARTESIAN COORDINATES (ANGSTROEM)
C (2.28940, -0.22158, -0.64556)
O (1.68093, -0.91648, 0.41251)
C (0.32350, -1.05433, 0.46316)
O (-0.50706, -1.34149, -0.62559)
C (-0.72518, -0.08949, 0.13754)
C (-0.61902, 1.09836, -0.79073)
C (-1.82689, 0.02616, 1.19155)
H (1.91701, -0.56841, -1.61050)
H (3.34973, -0.45166, -0.55372)
H (2.15970, 0.86339, -0.57586)
H (0.11654, -1.72513, 1.29842)
H (0.01231, 0.85931, -1.64627)
H (-0.25247, 2.00936, -0.30616)
H (-1.62188, 1.31402, -1.18028)
H (-2.13108, 1.07306, 1.32219)
H (-2.71473, -0.56102, 0.94479)
H (-1.45080, -0.31404, 2.16451)

***

# 3
Molecular formula: C6H7N
Method: DFT, ωB97M-V/def2-TZVPD

* 2S+1: 1
* F_max: 1.083 eV/A

CARTESIAN COORDINATES (ANGSTROEM)
C (1.51913, 0.26900, -0.21479)
C (0.04765, -0.06462, -0.24471)
C (-0.89306, 0.98676, 0.29017)
C (-0.53132, 1.32924, 1.67939)
N (-0.20605, 1.59002, 2.75771)
C (-0.35613, -1.31131, -0.57820)
C (-1.31280, -2.27287, -0.85185)
H (1.68473, 1.18549, -0.79660)
H (1.90645, 0.45112, 0.79433)
H (2.11508, -0.52267, -0.68235)
H (0.49978, -1.92272, -0.24674)
H (-0.82763, 1.90389, -0.30518)
H (-1.92725, 0.63244, 0.27986)
H (-1.71857, -2.25377, -1.88104)

***

# 4
Molecular formula: C3H4ClFS
Method: DFT, ωB97M-V/def2-TZVPD

* 2S+1: 1
* F_max: 6.513 eV/A

CARTESIAN COORDINATES (ANGSTROEM)
C (-1.25495, 1.37639, -0.42935)
C (-0.54404, 0.20003, 0.23433)
C (0.96383, 0.37132, 0.33739)
H (-1.15833, 2.25566, 0.18375)
H (-2.28176, 1.13819, -0.88815)
H (-1.00685, -0.32274, 1.04391)
H (1.61150, 1.24351, -0.59845)
F (-0.51532, 1.57035, -1.64671)
S (1.78480, -0.42770, 1.85881)
Cl (-0.94545, -1.37006, -0.91269)

***

# 5
Molecular formula: C6H10O
Method: DFT, ωB97M-V/def2-TZVPD

* 2S+1: 1
* F_max: 0.802 eV/A

CARTESIAN COORDINATES (ANGSTROEM)
C (2.13740, 0.03238, -0.26864)
C (0.68748, -0.07316, 0.09196)
C (0.10953, -1.24538, 0.58661)
C (-1.22530, -1.26255, 0.93475)
C (-1.17789, 0.41770, -1.10441)
C (-0.24733, 1.04945, -0.12867)
O (-0.82134, 1.60193, 1.07109)
H (2.68944, 0.56314, 0.51918)
H (2.27929, 0.60114, -1.19482)
H (2.59903, -0.95385, -0.38547)
H (0.66285, -2.18123, 0.50346)
H (-1.69706, -0.38089, 1.33856)
H (-1.76435, -2.20316, 1.02380)
H (-1.10356, -0.62028, -1.37481)
H (-1.63539, 1.05958, -1.86509)
H (0.27225, 1.88369, -0.63108)
H (-1.76505, 1.71150, 0.88356)

***

# 6
Molecular formula: C7H13N2O2
Method: DFT, ωB97M-V/def2-TZVPD

* structure (SMILES): CC(C)n1c(O)c[n+](C)c1O
* 2S+1: 1
* charge: +1
* F_max: 7.982 eV/A

CARTESIAN COORDINATES (ANGSTROEM)
C (-2.47421, -0.63006, -0.19869)
C (-1.62362, 0.68213, 0.05163)
C (-1.61183, 1.57758, -1.18060)
N (-0.24142, 0.38295, 0.30597)
C (0.55604, 0.72068, 1.33623)
O (0.23198, 1.75222, 2.06455)
C (1.77227, 0.07519, 1.39792)
N (1.87866, -0.83315, 0.28254)
C (2.99587, -1.61602, -0.19403)
C (0.78169, -0.68575, -0.40646)
O (0.22545, -1.30638, -1.40403)
H (-1.98291, -1.37717, 0.25946)
H (-2.52649, -0.64713, -1.22974)
H (-3.41367, -0.38589, 0.33156)
H (-1.86515, 1.21485, 0.87030)
H (-2.50676, 2.08456, -1.38548)
H (-1.60232, 1.06842, -2.16608)
H (-0.87617, 2.43394, -1.15515)
H (0.86708, 2.29006, 2.51397)
H (2.59142, -0.01866, 2.05184)
H (2.94306, -2.52337, 0.43471)
H (2.73868, -1.79237, -1.17147)
H (3.82616, -0.88090, -0.02318)
H (-0.68381, -1.58571, -1.38577)

***

# 7
Molecular formula: C31H63NO18Zr
Method: DFT, ωB97M-V/def2-TZVPD

* 2S+1: 1
* charge: +2
* F_max: 9.445 eV/A

CARTESIAN COORDINATES (ANGSTROEM)
Zr (-1.16149, 2.73336, 0.87593)
O (-0.41574, 1.54753, -0.88524)
C (0.41466, 0.44140, -0.53848)
C (0.93878, 0.44061, 1.00275)
O (0.17206, 1.27824, 1.88183)
H (1.30015, 0.52733, -1.16828)
H (-0.06898, -0.49805, -0.80608)
H (1.92697, 0.89379, 0.92387)
H (0.98372, -0.58019, 1.38229)
C (2.63868, -0.72258, 4.20213)
N (4.07055, -0.79934, 3.69686)
O (4.66108, -1.85769, 3.82526)
O (4.55175, 0.16170, 3.13795)
H (2.08199, -1.64269, 4.02436)
H (2.12540, 0.13295, 3.76315)
H (2.68362, -0.53862, 5.27556)
O (1.02046, 3.59582, 0.29983)
C (2.10004, 4.15026, -0.00044)
O (2.37662, 4.80363, -1.13029)
C (1.38338, 4.94989, -2.15493)
C (1.66004, 4.09641, -3.37159)
C (3.28914, 4.13805, 0.89977)
H (1.29181, 5.97933, -2.50131)
H (0.38261, 4.72144, -1.78837)
H (2.61104, 4.29053, -3.86760)
H (0.93415, 4.38321, -4.13246)
H (1.66240, 3.01542, -3.23179)
H (3.24850, 3.22429, 1.49263)
H (3.23728, 5.10050, 1.40880)
H (4.17815, 4.17479, 0.27015)
O (-3.11049, 2.50308, -1.05691)
C (-3.89126, 2.31006, -1.97502)
O (-3.69033, 1.51369, -3.05513)
C (-2.57563, 0.63446, -3.03113)
C (-2.71205, -0.23640, -4.32424)
C (-5.11897, 3.20678, -2.12120)
H (-2.54608, 0.00916, -2.13883)
H (-1.65661, 1.19685, -3.19610)
H (-2.59870, 0.42921, -5.17992)
H (-3.60710, -0.85652, -4.37376)
H (-1.86803, -0.92016, -4.41470)
H (-5.29807, 3.52079, -3.14951)
H (-4.97067, 4.14920, -1.59398)
H (-5.98833, 2.66152, -1.75379)
O (-2.90720, -2.45392, -2.14554)
C (-2.24272, -3.42353, -2.46968)
O (-2.50481, -4.25609, -3.42982)
C (-3.82641, -4.43831, -4.02042)
C (-3.83668, -3.88097, -5.45205)
C (-0.89750, -3.63494, -1.83087)
H (-4.54363, -3.94965, -3.36095)
H (-4.01049, -5.51259, -4.00809)
H (-3.05318, -4.41936, -5.98533)
H (-3.74593, -2.79593, -5.50267)
H (-4.84163, -4.04114, -5.84257)
H (-0.33612, -2.70850, -1.95189)
H (-0.41247, -4.46359, -2.34680)
H (-1.04237, -3.96835, -0.80329)
O (-2.54720, 0.74160, 0.79199)
C (-3.06825, -0.36697, 0.99720)
O (-4.35791, -0.58441, 1.30500)
C (-5.17435, 0.50173, 1.56113)
C (-6.42115, -0.11137, 2.15061)
C (-2.23663, -1.63735, 0.86487)
H (-5.29257, 1.15294, 0.69508)
H (-4.77252, 1.20163, 2.29378)
H (-7.06467, -0.45457, 1.34056)
H (-7.04513, 0.51665, 2.78649)
H (-6.27103, -0.90889, 2.87831)
H (-2.77815, -2.57547, 0.98646)
H (-1.44175, -1.67269, 1.60987)
H (-1.66660, -1.72037, -0.06048)
O (5.13182, -5.59257, 0.71953)
C (5.01075, -4.90904, 1.77165)
O (3.82049, -4.41749, 2.20444)
C (2.64001, -4.84233, 1.47088)
C (1.50065, -4.06077, 2.08536)
C (6.14681, -4.53933, 2.64358)
H (2.53392, -5.92039, 1.59178)
H (2.79572, -4.64451, 0.41036)
H (1.63246, -2.99956, 1.87427)
H (1.52454, -4.13779, 3.17237)
H (0.50167, -4.35057, 1.75954)
H (6.07768, -3.47928, 2.88777)
H (7.07755, -4.80060, 2.14002)
H (6.15189, -5.15793, 3.54103)
O (2.59003, -3.20072, -1.44898)
C (3.19569, -2.14104, -1.53060)
O (3.34342, -1.41155, -2.62541)
C (2.72664, -1.88226, -3.84854)
C (3.46163, -1.18971, -5.02813)
C (4.00182, -1.60498, -0.32180)
H (1.67373, -1.60054, -3.83703)
H (2.81873, -2.95570, -4.01387)
H (3.10703, -1.45095, -6.02518)
H (4.53462, -1.38145, -5.02056)
H (3.46492, -0.10332, -4.93956)
H (3.72855, -0.55416, -0.22595)
H (5.06610, -1.74436, -0.51142)
H (3.74212, -2.10449, 0.61156)
O (-0.21364, 4.06812, 2.72882)
C (0.30229, 4.44134, 3.77772)
O (-0.44038, 4.67531, 5.00203)
C (-1.86068, 4.52915, 5.06398)
C (-2.41724, 5.15530, 6.33928)
C (1.79738, 4.38894, 3.97606)
H (-2.18411, 3.48940, 5.11299)
H (-2.36034, 5.03682, 4.23893)
H (-2.14255, 6.20920, 6.38341)
H (-1.86093, 4.74543, 7.18226)
H (-3.50550, 5.09396, 6.33533)
H (2.05169, 3.59663, 4.68011)
H (2.31865, 5.32760, 4.16392)
H (2.20691, 4.02152, 3.03511)

***

# 8
Molecular formula: C19H19NO3
Method: DFT, ωB97M-V/def2-TZVPD

* structure (SMILES): COc1cccc(OCCn2cc(C(C)=O)c3ccccc32)c1
* 2S+1: 1
* F_max: 0.727 eV/A

CARTESIAN COORDINATES (ANGSTROEM)
C (-7.45820, -0.05008, 0.57122)
O (-6.33179, -0.85182, 0.30903)
C (-5.14232, -0.24088, 0.06043)
C (-4.93837, 1.13636, 0.05062)
C (-3.67530, 1.62893, -0.22031)
C (-2.60608, 0.79001, -0.47556)
C (-2.80568, -0.58724, -0.46263)
O (-1.84799, -1.53185, -0.71642)
C (-0.50151, -1.14844, -0.82000)
C (0.12193, -0.86564, 0.56338)
N (1.50579, -0.50930, 0.44460)
C (2.53272, -1.39219, 0.37141)
C (3.72548, -0.73940, 0.15381)
C (5.05659, -1.31698, 0.02676)
C (5.13284, -2.82416, 0.16580)
O (6.04788, -0.64656, -0.17787)
C (3.39983, 0.65879, 0.07491)
C (4.15986, 1.80763, -0.12695)
C (3.51249, 3.02352, -0.14406)
C (2.13142, 3.11440, 0.04149)
C (1.35796, 1.99083, 0.24504)
C (2.00254, 0.76047, 0.25640)
C (-4.07167, -1.09102, -0.19494)
H (-7.31810, 0.55998, 1.46945)
H (-7.69585, 0.60005, -0.27688)
H (-8.28153, -0.74385, 0.73349)
H (-5.74364, 1.82511, 0.24679)
H (-3.51884, 2.69752, -0.23282)
H (-1.64325, 1.22158, -0.69605)
H (0.00430, -2.00380, -1.27784)
H (-0.36986, -0.28069, -1.47776)
H (-0.42250, -0.05411, 1.05283)
H (0.02643, -1.76355, 1.18060)
H (2.34402, -2.44239, 0.49184)
H (6.16602, -3.14384, 0.05967)
H (4.52756, -3.29988, -0.60235)
H (4.75937, -3.12743, 1.14107)
H (5.22598, 1.72779, -0.26371)
H (4.07882, 3.92948, -0.30048)
H (1.65963, 4.08583, 0.02632)
H (0.29219, 2.07651, 0.39758)
H (-4.22846, -2.15665, -0.19012)

***

What total energy values result from the calculations? In sequence: -66736.378, -9440.395, -7820.279, -29246.924, -8427.652, -14535.630, -72777.338, -27643.686 eV.